9
Properties=species:S:1:pos:R:3 method="wB97M-V/def2-TZVPD" gap_ev=7.80 relative_energy_kcal_mol=104.51
C -1.027 0.141 -0.061
C 0.966 -1.579 -0.580
C 0.837 1.600 0.425
N -0.260 1.054 0.111
S 2.116 -0.986 0.391
S 2.306 1.005 -0.361
H -1.773 0.050 -0.822
H 0.675 -2.578 -0.256
H 0.912 2.438 1.087